No. 1
The following is a quantum chemistry calculation of C8H6O in the gas phase at a distorted geometry, from OMol25.

Each line ends with the Mulliken charge.
Atoms and positions in Å:
O1 -3.2553 -0.0092 -0.3785  -0.566
C1 -2.0774 0.1928 -0.1299  0.435
C2 -1.0890 1.4222 0.0369  -0.489
C3 0.1225 0.7277 -0.1144  0.850
C4 1.4506 1.0897 -0.1572  -0.843
C5 2.2492 -0.0012 -0.2214  -0.316
C6 1.3419 -1.1277 -0.2263  -1.010
C7 0.0621 -0.6423 0.0202  0.094
C8 -1.2875 -1.0502 0.1262  -0.245
H1 -1.4985 2.4868 0.5475  0.265
H2 1.9451 2.0234 0.0662  0.366
H3 3.2005 0.1426 -0.3532  0.636
H4 1.7278 -2.0643 0.1836  0.300
H5 -1.3355 -1.4341 1.1664  0.215
H6 -1.5562 -1.7562 -0.5660  0.308

Highest occupied orbital energy in eV: -8.43
Max |F| in eV/A: 6.534
HOMO-LUMO gap in eV: 7.08
Total energy in eV: -10436.21873
Energy above the lowest of the compared OMol25 structures with the same formula, charge and spin in kJ/mol: 296.2
SMILES string: O=C1C=C2C=CC=C2C1



No. 2
The following is a quantum chemistry calculation of a molecular structure, C8H6O at a distorted geometry, from OMol25.

Each line ends with the Mulliken charge.
Atoms and positions in Å:
C1 1.5427 -0.6509 0.4201  -0.223
C2 1.5346 0.7266 0.5215  -0.169
C3 0.3936 -1.4208 0.2789  -0.680
C4 0.3944 1.5115 0.3448  -0.782
C5 -0.7734 -0.6639 0.2670  0.482
C6 -0.7477 0.7462 0.1763  0.565
C7 -2.2178 -0.9355 0.0762  -0.443
C8 -2.2460 0.9525 -0.2403  -0.495
O1 -3.1254 -0.0041 0.5685  -0.275
H1 2.5842 -1.1552 0.4222  0.232
H2 2.4953 1.2840 0.6524  0.293
H3 0.3840 -2.5271 0.3226  0.381
H4 0.5711 2.5093 0.3508  0.540
H5 -2.4330 -1.6909 -0.6875  0.312
H6 -2.6641 1.3231 -1.2610  0.262

Highest occupied orbital energy (alpha / beta) in eV: -7.41 / -7.72
Max |F| in eV/A: 3.938
HOMO-LUMO gap (alpha / beta) in eV: 7.43 / 7.72
Total energy in eV: -10435.29994
Energy above the lowest of the compared OMol25 structures with the same formula, charge and spin in kJ/mol: 384.9



No. 3
The following is a quantum chemistry calculation of C8H6O2 in the gas phase at a distorted geometry, from OMol25.

Each line ends with the Mulliken charge.
Atoms and positions in Å:
C1 -1.6500 -1.0462 0.1540  -0.421
C2 -2.1633 0.1782 -0.0660  -0.238
C3 -0.2438 -1.2740 0.1560  -0.412
C4 -1.3339 1.2838 -0.1754  -0.733
C5 0.5463 -0.1001 -0.0855  0.999
C6 -0.0317 1.1134 -0.1794  -0.320
C7 2.0457 -0.3071 -0.0797  0.837
C8 2.8326 0.7967 0.2023  -0.563
O1 2.5312 -1.4379 -0.3179  -0.693
O2 4.1479 0.5619 0.1786  -0.441
H1 -2.2256 -2.0612 0.3081  0.220
H2 -3.2048 0.5725 -0.2043  0.277
H3 0.2575 -2.1905 0.4704  0.379
H4 -1.9381 2.1473 -0.2083  0.393
H5 2.4423 1.8211 0.1195  0.326
H6 4.1504 -0.3552 0.0539  0.391

Highest occupied orbital energy (alpha / beta) in eV: -9.37 / -8.51
Max |F| in eV/A: 5.280
HOMO-LUMO gap (alpha / beta) in eV: 8.16 / 7.51
Total energy in eV: -12483.64454
Energy above the lowest of the compared OMol25 structures with the same formula, charge and spin in kJ/mol: 438.4



> Which value of total energy does entry 3 give?

-12483.64454 eV



> Which value of max |F| does entry 2 give?

3.938 eV/A



> Which formula does entry 3 have?

C8H6O2



Copy entry 3 word for word.
The following is a quantum chemistry calculation of C8H6O2 in the gas phase at a distorted geometry, from OMol25.

Each line ends with the Mulliken charge.
Atoms and positions in Å:
C1 -1.6500 -1.0462 0.1540  -0.421
C2 -2.1633 0.1782 -0.0660  -0.238
C3 -0.2438 -1.2740 0.1560  -0.412
C4 -1.3339 1.2838 -0.1754  -0.733
C5 0.5463 -0.1001 -0.0855  0.999
C6 -0.0317 1.1134 -0.1794  -0.320
C7 2.0457 -0.3071 -0.0797  0.837
C8 2.8326 0.7967 0.2023  -0.563
O1 2.5312 -1.4379 -0.3179  -0.693
O2 4.1479 0.5619 0.1786  -0.441
H1 -2.2256 -2.0612 0.3081  0.220
H2 -3.2048 0.5725 -0.2043  0.277
H3 0.2575 -2.1905 0.4704  0.379
H4 -1.9381 2.1473 -0.2083  0.393
H5 2.4423 1.8211 0.1195  0.326
H6 4.1504 -0.3552 0.0539  0.391

Highest occupied orbital energy (alpha / beta) in eV: -9.37 / -8.51
Max |F| in eV/A: 5.280
HOMO-LUMO gap (alpha / beta) in eV: 8.16 / 7.51
Total energy in eV: -12483.64454
Energy above the lowest of the compared OMol25 structures with the same formula, charge and spin in kJ/mol: 438.4